Density functional theory data (wB97M-V/def2-TZVPD) for a structure of composition C42H41CrNO2P2S2 in a non-equilibrium geometry.

Its net charge is 0. The calculation puts the HOMO energy (alpha / beta) at -5.186 / -7.967 eV. The value obtained for the frontier orbital gap (alpha / beta) is 4.72 / 7.92 eV. The largest force on an atom comes out at 3.25 eV/Å. The total energy is -118465.3918 eV. As for the multiplicity: 5.

CARTESIAN COORDINATES (ANGSTROEM)
Cr 0.05 1.66 0.37
C 0.75 -3.26 4.23
C 1.19 -3.15 2.97
C 0.74 -4.02 1.84
C -0.38 -3.29 1.12
C -1.69 -3.31 1.85
C -2.14 -4.24 2.71
C -1.30 -4.86 3.84
C -0.50 -3.86 4.76
C -1.53 2.92 1.12
H 1.41 -2.90 5.01
H 2.19 -2.78 2.73
H 0.31 -4.93 2.21
H 1.59 -4.23 1.16
H -0.04 -2.28 0.90
H -0.50 -3.78 0.15
H -2.37 -2.53 1.50
H -3.19 -4.56 2.67
H -0.70 -5.75 3.57
H -2.10 -5.30 4.48
H -1.23 -3.11 5.12
H -0.21 -4.49 5.62
H -1.77 2.83 2.20
H -2.51 2.95 0.64
H -1.18 3.96 1.01
P 1.64 1.86 -1.46
P -1.33 1.46 -2.62
C 1.11 0.27 -2.22
C -0.07 0.17 -2.86
C 2.88 2.34 -2.84
C 3.40 1.42 -3.79
C 4.21 1.85 -4.85
C 4.55 3.19 -4.98
C 4.07 4.11 -4.03
C 3.25 3.69 -2.98
C 2.71 0.97 -0.28
C 1.97 0.11 0.61
C 2.63 -0.48 1.67
C 4.02 -0.44 1.74
C 4.76 0.24 0.76
C 4.09 0.97 -0.25
C -1.55 1.76 -4.49
C -0.46 2.21 -5.27
C -0.61 2.42 -6.64
C -1.84 2.19 -7.27
C -2.92 1.73 -6.51
C -2.78 1.55 -5.13
C -2.81 0.40 -2.33
C -3.96 1.07 -1.86
C -5.12 0.34 -1.60
C -5.15 -1.04 -1.83
C -4.02 -1.69 -2.35
C -2.85 -0.97 -2.58
H 1.85 -0.55 -2.18
H -0.26 -0.59 -3.64
H 3.16 0.37 -3.70
H 4.57 1.12 -5.58
H 5.16 3.52 -5.81
H 4.35 5.16 -4.12
H 2.89 4.43 -2.26
H 0.94 -0.24 0.38
H 2.04 -1.00 2.41
H 4.52 -0.99 2.54
H 5.85 0.16 0.75
H 4.67 1.42 -1.05
H 0.51 2.36 -4.81
H 0.24 2.76 -7.24
H -1.96 2.39 -8.33
H -3.88 1.53 -6.99
H -3.65 1.19 -4.58
H -3.96 2.14 -1.72
H -6.01 0.84 -1.23
H -6.05 -1.63 -1.58
H -4.06 -2.75 -2.57
H -1.98 -1.48 -2.99
O -2.16 -0.95 2.81
S -1.77 0.39 3.13
O -2.86 1.34 3.25
N -0.34 0.92 2.20
C 0.61 1.42 3.00
S 1.58 2.46 2.14
C 0.49 1.02 4.37
C 1.37 1.03 5.47
C 0.95 0.47 6.69
C -0.39 0.11 6.86
C -1.31 0.26 5.81
C -0.78 0.49 4.56
H 2.39 1.36 5.23
H 1.68 0.29 7.49
H -0.68 -0.36 7.80
H -2.39 0.18 5.93

Density functional theory data (wB97M-V/def2-TZVPD) for a structure of composition C42H41N8O3S2ScSeSi.

Its net charge is -2. The calculation puts the HOMO energy at -2.038 eV. The value obtained for the frontier orbital gap is 5.92 eV. The largest force on an atom comes out at 0.22 eV/Å. The total energy is -177888.8500 eV.

CARTESIAN COORDINATES (ANGSTROEM)
Sc -0.11 0.69 0.08
O 0.29 1.14 4.63
C 1.47 0.55 4.80
C 1.91 0.39 6.12
C 3.12 -0.21 6.39
C 3.92 -0.69 5.36
C 3.49 -0.54 4.05
C 2.27 0.07 3.75
C 1.84 0.19 2.33
O 0.81 0.90 2.05
N 2.57 -0.45 1.44
N 2.08 -0.23 0.19
C 2.84 -0.62 -0.77
C 2.46 -0.39 -2.16
C 3.26 -0.90 -3.19
C 2.89 -0.64 -4.50
C 1.75 0.11 -4.73
C 1.02 0.57 -3.64
N 1.36 0.33 -2.39
H 0.10 1.24 3.67
H 1.27 0.77 6.91
H 3.44 -0.32 7.42
H 4.87 -1.16 5.57
H 4.08 -0.91 3.23
H 3.78 -1.10 -0.54
H 4.13 -1.48 -2.95
H 3.48 -1.02 -5.32
H 1.42 0.34 -5.74
H 0.10 1.13 -3.78
S -2.35 0.71 -2.71
C -1.59 -0.78 -2.44
N -0.78 -1.08 -1.44
C -0.21 -2.35 -1.60
C 0.71 -2.95 -0.75
C 1.24 -4.19 -1.08
C 0.84 -4.85 -2.24
C -0.09 -4.28 -3.09
C -0.61 -3.03 -2.76
S -1.75 -2.07 -3.63
H 0.97 -2.47 0.18
H 1.94 -4.65 -0.40
H 1.25 -5.83 -2.47
H -0.42 -4.79 -3.98
C -3.32 -6.27 -1.15
C -2.85 -5.13 -0.30
C -1.79 -5.27 0.58
C -1.28 -4.20 1.31
C -0.12 -4.43 2.24
C -1.83 -2.92 1.14
Se -1.02 -1.40 1.97
C -2.98 -2.78 0.32
C -3.70 -1.47 0.23
C -3.45 -3.88 -0.39
H -2.94 -7.23 -0.78
H -2.97 -6.16 -2.18
H -4.41 -6.33 -1.18
H -1.32 -6.25 0.69
H 0.18 -5.48 2.21
H -0.39 -4.16 3.26
H 0.73 -3.80 1.98
H -3.03 -0.68 -0.11
H -4.05 -1.15 1.21
H -4.54 -1.54 -0.46
H -4.30 -3.74 -1.04
N -3.96 1.87 -0.05
C -3.00 2.06 0.87
O -1.87 1.54 0.68
C -3.31 2.82 2.03
C -4.59 3.39 2.17
N -5.64 3.87 2.24
C -2.31 3.17 2.96
N -1.51 3.49 3.74
H -4.81 2.41 -0.02
H -3.67 1.44 -0.92
C 2.99 3.26 -2.12
Si 2.08 3.41 -0.47
C 1.95 5.27 -0.16
C 3.25 2.80 0.87
N 0.53 2.67 -0.48
C -0.46 3.57 -0.96
C -0.72 3.72 -2.33
C -1.68 4.61 -2.79
C -2.42 5.37 -1.89
C -2.17 5.24 -0.53
C -1.21 4.36 -0.08
H 3.89 3.90 -2.12
H 2.35 3.60 -2.94
H 3.30 2.24 -2.34
H 2.96 5.70 -0.14
H 1.47 5.47 0.80
H 1.38 5.78 -0.93
H 4.12 3.46 0.85
H 3.60 1.77 0.75
H 2.78 2.88 1.85
H -0.16 3.12 -3.03
H -1.87 4.70 -3.85
H -3.19 6.05 -2.24
H -2.75 5.81 0.19
H -1.01 4.25 0.98

Density functional theory data (wB97M-V/def2-TZVPD) for a structure of composition C42H41NO2P2S2Sn in a non-equilibrium geometry.

Its net charge is +2. The calculation puts the HOMO energy (alpha / beta) at -12.125 / -12.158 eV. The value obtained for the frontier orbital gap (alpha / beta) is 3.58 / 3.63 eV. The largest force on an atom comes out at 3.96 eV/Å. The total energy is -95855.5040 eV.

CARTESIAN COORDINATES (ANGSTROEM)
Sn 2.59 1.73 -0.51
C 4.47 4.41 1.36
C 3.21 4.74 1.70
C 2.35 5.75 1.06
C 2.38 5.70 -0.51
C 2.41 4.37 -1.15
C 3.53 3.56 -1.43
C 4.95 4.09 -1.18
C 5.27 4.80 0.16
C 0.51 0.84 -0.83
H 5.07 3.85 2.09
H 2.91 4.43 2.70
H 2.66 6.76 1.37
H 1.33 5.62 1.43
H 1.44 6.19 -0.81
H 3.20 6.36 -0.88
H 1.51 4.20 -1.74
H 3.50 3.01 -2.40
H 5.13 4.84 -1.97
H 5.71 3.30 -1.35
H 6.33 4.54 0.38
H 5.25 5.89 0.02
H 0.77 -0.22 -1.05
H -0.37 1.06 -1.55
H 0.04 0.87 0.17
P 0.98 2.41 1.74
P -0.28 2.75 -2.16
C -0.06 3.51 0.75
C -0.53 3.57 -0.57
C -0.02 2.24 3.21
C -0.30 3.38 3.97
C -1.01 3.23 5.17
C -1.45 1.96 5.58
C -1.22 0.85 4.76
C -0.49 0.97 3.58
C 2.77 2.02 2.45
C 3.88 1.72 1.56
C 4.99 0.96 1.99
C 5.25 0.90 3.36
C 4.27 1.34 4.26
C 3.01 1.76 3.81
C -1.86 2.65 -3.01
C -3.01 2.61 -2.19
C -4.28 2.68 -2.75
C -4.43 2.76 -4.14
C -3.30 2.76 -4.96
C -2.02 2.69 -4.41
C 0.99 2.50 -3.46
C 1.43 1.17 -3.69
C 2.55 0.90 -4.45
C 3.16 1.92 -5.18
C 2.58 3.19 -5.16
C 1.55 3.51 -4.28
H -0.52 4.24 1.44
H -1.30 4.34 -0.75
H 0.04 4.36 3.64
H -1.20 4.11 5.78
H -1.99 1.86 6.52
H -1.61 -0.13 5.05
H -0.24 0.10 2.96
H 4.19 2.43 0.73
H 5.68 0.56 1.24
H 6.21 0.52 3.70
H 4.49 1.35 5.33
H 2.20 1.88 4.53
H -2.88 2.51 -1.11
H -5.14 2.63 -2.08
H -5.44 2.81 -4.56
H -3.43 2.77 -6.05
H -1.14 2.63 -5.06
H 0.94 0.35 -3.17
H 2.96 -0.11 -4.46
H 4.06 1.73 -5.76
H 2.96 3.95 -5.84
H 1.19 4.54 -4.22
O 0.90 -4.56 -1.45
S 0.05 -3.46 -1.01
O -0.88 -2.86 -1.94
N 0.96 -2.26 -0.32
C 0.89 -2.19 1.02
S 1.88 -1.14 1.85
C -0.16 -3.07 1.57
C -0.67 -3.11 2.87
C -1.75 -3.95 3.16
C -2.32 -4.74 2.14
C -1.81 -4.69 0.83
C -0.75 -3.84 0.56
H -0.21 -2.49 3.64
H -2.14 -4.00 4.18
H -3.16 -5.39 2.38
H -2.20 -5.32 0.04

Density functional theory data (wB97M-V/def2-TZVPD) for a structure of composition C42H42N9O4SSbY.

Its net charge is +1. The calculation puts the HOMO energy at -10.922 eV. The value obtained for the frontier orbital gap is 7.52 eV. The largest force on an atom comes out at 0.90 eV/Å. The total energy is -84253.2072 eV.

CARTESIAN COORDINATES (ANGSTROEM)
Y -1.20 -0.78 0.76
O 1.06 -2.60 4.01
C 0.18 -2.15 3.30
O 0.26 -1.16 2.48
C -1.20 -2.82 3.30
C -1.67 -3.67 4.29
C -2.98 -4.13 4.17
C -3.77 -3.73 3.10
C -3.22 -2.89 2.16
N -1.96 -2.47 2.27
C -3.96 -2.29 0.97
O -5.03 -2.76 0.63
O -3.32 -1.32 0.40
H -1.03 -3.93 5.11
H -3.39 -4.78 4.93
H -4.80 -4.05 3.00
C -2.10 3.71 -0.98
C -1.90 2.25 -0.76
N -2.01 1.69 0.40
N -2.38 2.50 1.43
C -2.66 2.02 2.67
N -3.15 2.93 3.53
S -2.38 0.45 3.13
C -1.63 1.35 -1.91
C -1.78 1.78 -3.21
C -1.60 0.88 -4.25
C -1.28 -0.43 -3.95
C -1.15 -0.79 -2.62
N -1.32 0.07 -1.62
H -1.56 4.30 -0.24
H -3.17 3.97 -0.93
H -1.72 4.03 -1.95
H -2.59 3.47 1.22
H -3.44 3.85 3.24
H -3.39 2.63 4.45
H -2.04 2.80 -3.44
H -1.72 1.20 -5.28
H -1.13 -1.17 -4.73
H -0.88 -1.80 -2.34
N -6.21 -3.06 -3.74
C -5.45 -3.54 -3.03
C -4.47 -4.12 -2.16
C -4.64 -5.37 -1.58
C -3.65 -5.85 -0.75
C -2.53 -5.06 -0.53
N -2.36 -3.85 -1.07
C -3.32 -3.40 -1.87
H -5.54 -5.94 -1.79
H -3.74 -6.81 -0.27
H -1.74 -5.42 0.12
H -3.20 -2.41 -2.28
N 1.09 -2.65 -1.15
N 0.29 -2.62 0.05
H 1.58 -3.54 -1.21
H 1.81 -1.94 -1.04
H 0.86 -2.82 0.88
H -0.42 -3.35 -0.06
C 2.10 0.39 -3.20
C 1.76 1.82 -2.88
C 1.54 2.72 -3.93
C 1.19 4.04 -3.69
C 1.05 4.48 -2.38
C 1.27 3.61 -1.33
C 1.64 2.28 -1.56
Sb 1.81 0.95 0.11
C 1.93 2.36 1.71
C 0.93 2.21 2.67
C 0.80 3.09 3.73
C 1.69 4.14 3.84
C 2.72 4.28 2.91
C 2.86 3.40 1.85
C 4.03 3.56 0.92
C 3.80 0.22 -0.17
C 4.64 0.85 -1.10
C 5.91 0.37 -1.34
C 6.37 -0.74 -0.65
C 5.55 -1.36 0.27
C 4.26 -0.90 0.53
C 3.44 -1.63 1.56
H 1.84 0.15 -4.22
H 1.56 -0.30 -2.54
H 3.17 0.20 -3.06
H 1.65 2.37 -4.94
H 1.04 4.71 -4.52
H 0.78 5.51 -2.18
H 1.17 3.97 -0.31
H 0.25 1.36 2.62
H 0.03 2.94 4.47
H 1.62 4.85 4.66
H 3.43 5.09 3.02
H 4.62 4.44 1.18
H 3.71 3.67 -0.12
H 4.69 2.69 0.97
H 4.29 1.73 -1.63
H 6.55 0.87 -2.07
H 7.37 -1.12 -0.83
H 5.91 -2.22 0.82
H 3.98 -1.70 2.50
H 3.25 -2.66 1.24
H 2.48 -1.17 1.78

Density functional theory data (wB97M-V/def2-TZVPD) for a structure of composition C42H42NiO2P2 in a non-equilibrium geometry.

Its net charge is 0. The calculation puts the HOMO energy (alpha / beta) at -7.599 / -7.593 eV. The value obtained for the frontier orbital gap (alpha / beta) is 6.36 / 4.99 eV. The largest force on an atom comes out at 2.53 eV/Å. The total energy is -107943.7328 eV. As for the multiplicity: 3.

CARTESIAN COORDINATES (ANGSTROEM)
Ni -0.92 2.08 0.70
C -0.24 5.80 -0.28
C -0.23 4.49 -0.61
C 1.05 3.75 -0.87
C 1.46 2.76 0.24
C 1.05 3.27 1.63
C 1.15 4.56 1.99
C 1.84 5.63 1.24
C 0.85 6.55 0.45
C -1.90 2.68 2.41
H -1.15 6.38 -0.45
H -1.22 3.98 -0.90
H 1.83 4.52 -0.98
H 0.92 3.19 -1.82
H 1.05 1.73 0.05
H 2.57 2.69 0.26
H 1.03 2.49 2.42
H 0.66 4.89 2.91
H 2.56 5.18 0.54
H 2.37 6.31 1.93
H 0.34 7.26 1.14
H 1.41 7.15 -0.28
H -2.81 3.25 2.06
H -1.35 3.28 3.17
H -2.17 1.66 2.88
P -0.42 -4.20 -2.38
P 0.72 -4.99 0.51
C 1.37 -4.40 -2.12
C 1.84 -4.86 -0.93
C -0.67 -5.11 -3.96
C 0.36 -5.36 -4.88
C 0.06 -5.98 -6.10
C -1.23 -6.41 -6.39
C -2.23 -6.24 -5.43
C -1.96 -5.60 -4.22
C -0.38 -2.42 -2.86
C -0.20 -1.52 -1.79
C -0.19 -0.16 -2.05
C -0.40 0.32 -3.35
C -0.64 -0.58 -4.40
C -0.66 -1.96 -4.14
C 1.37 -6.64 1.09
C 1.04 -7.75 0.29
C 1.58 -9.00 0.57
C 2.41 -9.18 1.69
C 2.68 -8.09 2.52
C 2.14 -6.83 2.24
C 1.51 -3.88 1.73
C 0.75 -3.55 2.87
C 1.32 -2.79 3.88
C 2.64 -2.33 3.74
C 3.37 -2.60 2.59
C 2.80 -3.36 1.56
H 2.04 -4.05 -2.94
H 2.90 -5.16 -0.80
H 1.39 -5.08 -4.64
H 0.86 -6.12 -6.83
H -1.45 -6.89 -7.34
H -3.23 -6.60 -5.63
H -2.74 -5.47 -3.47
H -0.08 -1.90 -0.78
H -0.03 0.55 -1.23
H -0.44 1.39 -3.55
H -0.83 -0.22 -5.41
H -0.89 -2.66 -4.95
H 0.38 -7.60 -0.57
H 1.35 -9.84 -0.08
H 2.83 -10.16 1.90
H 3.31 -8.23 3.39
H 2.34 -6.00 2.92
H -0.29 -3.88 2.94
H 0.75 -2.56 4.78
H 3.10 -1.75 4.55
H 4.40 -2.23 2.47
H 3.34 -3.53 0.63
O -1.07 6.48 3.03
C -2.10 6.42 2.32
O -2.60 5.59 1.51
C -2.97 7.67 2.42
C -4.07 7.87 1.57
C -4.84 9.04 1.65
C -4.50 10.04 2.59
C -3.40 9.84 3.44
C -2.63 8.67 3.34
H -4.32 7.10 0.84
H -5.68 9.19 0.98
H -5.09 10.96 2.66
H -3.11 10.59 4.18
H -1.76 8.50 3.96

Copy entry 3 word for word.
Density functional theory data (wB97M-V/def2-TZVPD) for a structure of composition C42H41NO2P2S2Sn in a non-equilibrium geometry.

Its net charge is +2. The calculation puts the HOMO energy (alpha / beta) at -12.125 / -12.158 eV. The value obtained for the frontier orbital gap (alpha / beta) is 3.58 / 3.63 eV. The largest force on an atom comes out at 3.96 eV/Å. The total energy is -95855.5040 eV.

CARTESIAN COORDINATES (ANGSTROEM)
Sn 2.59 1.73 -0.51
C 4.47 4.41 1.36
C 3.21 4.74 1.70
C 2.35 5.75 1.06
C 2.38 5.70 -0.51
C 2.41 4.37 -1.15
C 3.53 3.56 -1.43
C 4.95 4.09 -1.18
C 5.27 4.80 0.16
C 0.51 0.84 -0.83
H 5.07 3.85 2.09
H 2.91 4.43 2.70
H 2.66 6.76 1.37
H 1.33 5.62 1.43
H 1.44 6.19 -0.81
H 3.20 6.36 -0.88
H 1.51 4.20 -1.74
H 3.50 3.01 -2.40
H 5.13 4.84 -1.97
H 5.71 3.30 -1.35
H 6.33 4.54 0.38
H 5.25 5.89 0.02
H 0.77 -0.22 -1.05
H -0.37 1.06 -1.55
H 0.04 0.87 0.17
P 0.98 2.41 1.74
P -0.28 2.75 -2.16
C -0.06 3.51 0.75
C -0.53 3.57 -0.57
C -0.02 2.24 3.21
C -0.30 3.38 3.97
C -1.01 3.23 5.17
C -1.45 1.96 5.58
C -1.22 0.85 4.76
C -0.49 0.97 3.58
C 2.77 2.02 2.45
C 3.88 1.72 1.56
C 4.99 0.96 1.99
C 5.25 0.90 3.36
C 4.27 1.34 4.26
C 3.01 1.76 3.81
C -1.86 2.65 -3.01
C -3.01 2.61 -2.19
C -4.28 2.68 -2.75
C -4.43 2.76 -4.14
C -3.30 2.76 -4.96
C -2.02 2.69 -4.41
C 0.99 2.50 -3.46
C 1.43 1.17 -3.69
C 2.55 0.90 -4.45
C 3.16 1.92 -5.18
C 2.58 3.19 -5.16
C 1.55 3.51 -4.28
H -0.52 4.24 1.44
H -1.30 4.34 -0.75
H 0.04 4.36 3.64
H -1.20 4.11 5.78
H -1.99 1.86 6.52
H -1.61 -0.13 5.05
H -0.24 0.10 2.96
H 4.19 2.43 0.73
H 5.68 0.56 1.24
H 6.21 0.52 3.70
H 4.49 1.35 5.33
H 2.20 1.88 4.53
H -2.88 2.51 -1.11
H -5.14 2.63 -2.08
H -5.44 2.81 -4.56
H -3.43 2.77 -6.05
H -1.14 2.63 -5.06
H 0.94 0.35 -3.17
H 2.96 -0.11 -4.46
H 4.06 1.73 -5.76
H 2.96 3.95 -5.84
H 1.19 4.54 -4.22
O 0.90 -4.56 -1.45
S 0.05 -3.46 -1.01
O -0.88 -2.86 -1.94
N 0.96 -2.26 -0.32
C 0.89 -2.19 1.02
S 1.88 -1.14 1.85
C -0.16 -3.07 1.57
C -0.67 -3.11 2.87
C -1.75 -3.95 3.16
C -2.32 -4.74 2.14
C -1.81 -4.69 0.83
C -0.75 -3.84 0.56
H -0.21 -2.49 3.64
H -2.14 -4.00 4.18
H -3.16 -5.39 2.38
H -2.20 -5.32 0.04